(1)
Computed, not measured: 3 unconnected molecules or ions with the total composition C28H43FO8, with the ωB97M-V functional and the def2-TZVPD basis.

Values from the calculation:
* HOMO level: -7.94 eV
* ΔE to the lowest compared entry with this formula, charge and spin: 0.000 eV
* SMILES: C=CC1=C(CCCCCC)C(=O)C(CCCF)=C(CCOC=O)C1=O.CCOC(C)=O.CCOC(C)=O
* electronic energy: -1794.41749 Ha
* E_LUMO: -1.208 eV
* max |F|: 1.5 eV/Å
* frontier orbital gap: 6.7 eV

Structure (XYZ):
```
80
Properties=species:S:1:pos:R:3:forces:R:3:mulliken_charge:R:1
C -0.3279 1.5804 3.7897 -0.09 -0.21 -0.14 -0.986
C -0.5507 0.7301 2.7547 0.26 0.45 0.33 -0.738
C 0.2969 0.5139 1.5966 -0.92 0.37 -1.16 1.221
C -0.0869 -0.2219 0.5149 0.45 -0.02 0.26 1.181
C -1.4371 -0.8411 0.3170 -0.51 0.42 0.40 -0.949
C -1.7323 -2.0768 1.1765 0.12 -0.52 -0.36 -1.186
C -0.6244 -3.1514 1.1444 -0.44 -0.12 0.52 0.023
C -0.2029 -3.6624 2.5291 0.44 -0.10 0.09 -0.931
C 1.3079 -3.9542 2.6286 -0.29 0.16 0.43 -0.655
C 2.0485 -2.8467 3.3708 0.00 0.13 -0.25 -0.758
C 0.8883 -0.3980 -0.5922 -0.55 0.01 -0.44 -0.127
O 0.4991 -0.6608 -1.7266 0.32 0.00 0.61 -0.632
C 2.3450 -0.2186 -0.3271 0.04 -0.02 0.11 0.962
C 3.2657 -0.8664 -1.3226 -0.16 -0.24 0.01 -1.346
C 4.1897 -1.9467 -0.7305 0.81 0.00 -0.25 -0.442
C 5.6359 -1.6630 -1.1222 -0.42 0.71 0.06 -0.635
F 6.5259 -2.3317 -0.3023 0.04 -0.27 -0.16 -0.340
C 2.7115 0.5308 0.7205 0.14 -0.42 -0.29 0.937
C 4.1443 0.8539 1.0352 0.17 0.35 0.46 -0.559
C 4.4507 1.0982 2.5102 -0.06 -0.41 -0.34 -0.985
O 3.8138 0.0697 3.2929 0.17 0.27 -0.05 -0.153
C 3.6606 0.3805 4.5842 -0.45 -0.60 0.84 0.083
O 3.2386 -0.3965 5.3951 0.14 0.20 -0.43 -0.472
C 1.6510 1.1305 1.5656 -0.09 0.81 0.40 0.399
O 1.8768 2.1485 2.2028 0.01 -0.43 -0.37 -0.652
H -0.4401 1.2336 4.8112 -1.39 0.26 0.01 0.251
H -0.0692 2.6222 3.6767 1.31 -0.28 -0.10 0.258
H -1.4597 0.1435 2.7806 0.54 -1.00 0.59 0.181
H -2.1828 -0.0756 0.5251 -0.18 0.04 0.06 -0.367
H -1.5925 -1.1198 -0.7191 0.34 0.03 -0.22 -0.108
H -2.6301 -2.5275 0.7551 -0.21 0.10 0.06 0.619
H -1.9853 -1.8381 2.2057 0.13 0.23 0.11 0.454
H 0.2610 -2.7950 0.6194 0.03 0.10 -0.11 -0.136
H -1.0128 -4.0177 0.6122 0.22 0.01 -0.40 0.382
H -0.4605 -2.9305 3.2953 -0.02 0.11 0.06 0.455
H -0.7448 -4.5703 2.7905 -0.24 -0.01 -0.10 0.416
H 1.4517 -4.8789 3.1855 0.15 -0.20 -0.19 0.373
H 1.7209 -4.0766 1.6287 0.05 -0.18 -0.09 0.323
H 3.1060 -2.8197 3.1188 0.13 -0.02 0.09 0.393
H 1.9581 -2.9644 4.4468 0.00 0.02 0.13 0.411
H 1.6307 -1.8691 3.1278 0.04 0.12 -0.09 -0.136
H 3.8393 -0.0982 -1.8445 0.16 0.06 0.04 0.632
H 2.6397 -1.3297 -2.0783 -0.08 0.11 -0.13 0.399
H 3.9528 -2.9291 -1.1307 -0.32 -0.11 0.18 0.502
H 4.1521 -1.9957 0.3554 -0.19 0.02 0.11 0.164
H 5.8312 -0.5941 -1.0116 0.16 0.05 0.08 0.299
H 5.8130 -1.9000 -2.1711 0.20 -0.30 0.01 0.363
H 4.4481 1.7725 0.5273 -0.05 0.05 -0.18 0.353
H 4.8145 0.0761 0.6894 -0.14 -0.18 -0.18 -0.124
H 4.0848 2.0710 2.8106 0.05 0.11 0.16 0.556
H 5.5252 1.0045 2.6555 0.11 0.19 0.07 0.422
H 3.9380 1.4038 4.8680 0.11 0.18 -0.26 0.391
C -4.3008 3.6241 -1.9881 0.12 0.11 0.13 -0.926
C -4.8411 2.4427 -1.2153 -0.09 0.10 -0.17 -0.443
O -3.8976 1.9602 -0.2448 -0.05 -0.28 -0.07 -0.385
C -3.7787 2.4899 0.9798 0.16 0.25 0.07 0.923
C -4.4642 3.7976 1.2898 -0.37 -0.11 0.12 -1.350
O -3.0690 1.9433 1.7848 -0.14 -0.05 -0.10 -0.472
H -4.1067 4.4784 -1.3367 -0.07 -0.01 -0.04 0.362
H -5.0114 3.9268 -2.7562 -0.01 -0.03 -0.03 0.374
H -3.3623 3.3549 -2.4693 0.01 -0.06 -0.08 0.150
H -5.7990 2.6617 -0.7408 0.05 0.01 0.04 0.384
H -5.0043 1.6074 -1.8900 0.08 -0.10 -0.01 0.326
H -3.7548 4.6075 1.1258 0.01 0.01 0.00 0.274
H -4.7512 3.7877 2.3382 0.16 0.03 0.04 0.354
H -5.3590 3.9808 0.7007 0.09 0.07 -0.06 0.381
C -0.8116 0.9906 -4.4053 -0.04 0.10 -0.13 -0.942
C -1.8917 0.0141 -3.9923 0.27 0.06 0.02 0.491
O -3.1970 0.5981 -4.1028 -0.13 -0.09 0.29 -0.308
C -3.9125 0.6230 -5.2384 0.03 0.15 -0.15 0.794
C -3.2542 0.2456 -6.5445 -0.02 -0.38 0.05 -1.088
O -5.0500 1.0076 -5.1890 -0.03 0.02 0.02 -0.580
H -0.9020 1.2788 -5.4537 0.01 -0.07 -0.02 0.370
H 0.1742 0.5544 -4.2493 -0.01 -0.03 0.06 0.288
H -0.8873 1.9017 -3.8108 0.03 -0.04 0.06 0.231
H -1.8382 -0.9272 -4.5403 -0.04 0.03 -0.08 0.320
H -1.7762 -0.2291 -2.9388 -0.07 0.03 0.02 -0.453
H -2.9003 1.1543 -7.0294 0.01 0.01 0.00 0.271
H -4.0046 -0.2212 -7.1770 -0.07 0.14 -0.03 0.330
H -2.4258 -0.4505 -6.4418 0.07 0.11 0.02 0.339
```
Positions in Å, forces in eV/Å.

=====

(2)
Computed, not measured: a molecular structure, CHFI2S, with the ωB97M-V functional and the def2-TZVPD basis.

Values from the calculation:
* HOMO level (alpha / beta): -9.18 / -9.18 eV
* ΔE to the lowest compared entry with this formula, charge and spin: 2.792 eV
* electronic energy: -1132.02457 Ha
* E_LUMO (alpha / beta): -1.673 / -1.672 eV
* max |F|: 2.5 eV/Å
* frontier orbital gap (alpha / beta): 7.5 / 7.5 eV

Structure (XYZ):
```
6
Properties=species:S:1:pos:R:3:forces:R:3:nbo_charge:R:1
C -0.6411 0.0862 -0.2568 2.38 -0.25 0.71 -0.414
F 0.3533 0.5993 1.7981 -0.91 -0.10 -1.27 -0.747
S 0.5139 -1.1284 -0.2050 -0.85 -0.20 -0.11 0.352
I -2.5769 -0.5449 -0.3615 0.11 0.37 0.24 0.366
I 2.5825 -0.0587 -0.3848 0.14 0.21 0.01 0.183
H -0.2317 1.0465 -0.5899 -0.88 -0.04 0.42 0.260
```
Positions in Å, forces in eV/Å.

=====

(3)
Computed, not measured: a molecular structure, C21H30BrN5O2Se4Tc, with the ωB97M-V functional and the def2-TZVPD basis.

Values from the calculation:
* HOMO level (alpha / beta): -0.23 / -0.17 eV
* ΔE to the lowest compared entry with this formula, charge and spin: 4.056 eV
* expectation value of S²: 0.786
* total charge: -2
* electronic energy: -13502.96978 Ha
* E_LUMO (alpha / beta): 4.260 / 4.260 eV
* multiplicity: 2
* max |F|: 5.2 eV/Å
* frontier orbital gap (alpha / beta): 4.5 / 4.4 eV

Structure (XYZ):
```
64
Properties=species:S:1:pos:R:3:forces:R:3:nbo_charge:R:1
Tc 1.8578 -0.2031 0.5264 4.22 2.95 0.73 0.753
Se 1.9799 0.4260 3.2660 -0.78 -0.10 0.41 -0.530
Se 3.8270 0.0830 4.6213 0.28 -0.14 -0.13 -0.142
Se 5.4637 -0.9231 3.1596 -0.24 0.10 0.25 -0.165
Se 4.4622 -1.1347 1.0644 0.03 -0.42 -0.22 -0.355
C 0.1054 2.1652 -1.2376 -0.05 0.04 -0.28 -0.287
C -0.6672 3.4971 -1.4203 -0.04 -0.02 -0.22 -0.255
N -0.8338 4.2264 -0.1613 0.15 -0.18 0.07 -0.428
C -1.5301 3.3332 0.7604 -0.15 0.03 0.03 -0.252
C -0.7619 2.0020 0.9473 -0.31 0.35 -0.04 -0.234
N 0.4899 1.9495 0.1798 -1.00 0.32 -0.46 -0.415
C 1.2852 3.1221 0.6016 0.39 0.07 0.05 -0.274
C 0.5064 4.4464 0.3945 0.07 0.05 0.04 -0.253
H 1.0022 2.1181 -1.8620 -0.17 0.14 0.33 0.270
H -0.5125 1.3278 -1.5642 -0.03 -0.03 0.18 0.197
H -1.6616 3.3120 -1.8396 -0.01 0.01 0.04 0.182
H -0.1419 4.1413 -2.1306 0.02 0.06 0.07 0.190
H -2.5365 3.1403 0.3768 0.03 0.03 -0.08 0.187
H -1.6558 3.8430 1.7199 0.07 0.04 -0.01 0.188
H -1.4052 1.1717 0.6530 0.11 -0.01 -0.12 0.200
H -0.5131 1.8582 1.9927 -0.01 0.75 -0.33 0.197
H 2.2097 3.1259 0.0286 -0.01 -0.17 0.00 0.253
H 1.5689 2.9824 1.6452 0.00 -0.12 -0.03 0.241
H 1.0563 5.1077 -0.2802 -0.06 -0.02 -0.06 0.190
H 0.4025 4.9808 1.3431 -0.07 -0.02 0.00 0.185
N -1.8794 1.2031 4.4898 -0.06 0.22 -0.11 -0.812
C -2.5887 0.1335 4.0566 0.08 -0.09 0.08 0.670
O -3.6706 -0.1579 4.5504 -0.04 0.02 -0.06 -0.655
C -1.9787 -0.6805 2.9627 -0.11 0.14 0.16 -0.240
C -2.6246 -1.8292 2.5273 0.11 -0.07 -0.06 -0.103
C -2.0150 -2.5673 1.5333 -0.05 0.07 0.11 -0.311
C -0.8080 -2.1255 1.0094 0.08 -0.12 0.10 0.159
N -0.1792 -1.0133 1.3949 -0.46 -0.35 -0.02 -0.473
C -0.7796 -0.3243 2.3724 0.42 -0.55 0.12 0.114
H -2.2827 1.7443 5.2331 0.01 -0.02 0.03 0.395
H -0.9636 1.4547 4.1527 0.09 -0.22 0.17 0.417
H -3.5636 -2.1218 2.9779 -0.01 0.05 0.03 0.228
H -2.4550 -3.4796 1.1544 0.02 -0.01 -0.02 0.214
H -0.2971 -2.6659 0.2317 -0.16 -0.30 0.35 0.239
H -0.2433 0.5573 2.6557 -0.07 -0.54 0.44 0.213
O 3.0253 1.1652 0.6937 -2.12 -1.81 -0.25 -0.557
Br 2.7508 0.5160 -1.9548 0.16 -0.63 -0.50 -0.585
C -2.0938 -0.8823 -3.5005 0.04 -0.07 -0.03 -0.399
N -0.7916 -1.4738 -3.2720 -0.37 0.11 0.04 -0.446
C 0.2354 -0.6739 -3.9157 0.03 -0.21 -0.17 -0.419
C -0.5833 -1.6490 -1.8328 0.33 -0.01 0.01 -0.246
C 0.5924 -2.5627 -1.4972 0.33 0.25 -0.70 -0.135
C 0.4995 -3.8016 -2.1326 0.13 -0.17 -0.03 -0.232
C 1.4998 -4.7522 -2.0172 -0.10 0.05 0.03 -0.261
C 2.6022 -4.4278 -1.2458 0.03 0.05 0.01 -0.252
C 2.6781 -3.1996 -0.5983 0.02 -0.11 0.12 -0.182
C 1.6896 -2.2048 -0.6588 -0.80 0.39 -0.17 -0.245
H -2.2709 -0.7825 -4.5739 0.02 0.05 -0.01 0.184
H -2.1964 0.1188 -3.0414 -0.03 0.02 -0.02 0.152
H -2.8763 -1.5255 -3.0901 0.00 0.02 0.04 0.184
H 0.0275 -0.6327 -4.9898 -0.03 -0.01 -0.01 0.167
H 1.2130 -1.1264 -3.7691 0.01 0.06 0.10 0.243
H 0.2859 0.3510 -3.5285 0.03 -0.01 0.02 0.180
H -1.5108 -2.1097 -1.4729 0.00 0.05 0.10 0.179
H -0.4592 -0.6892 -1.3078 0.00 0.01 -0.07 0.187
H -0.3754 -4.0094 -2.7409 0.01 0.05 -0.06 0.194
H 1.4223 -5.7105 -2.5199 -0.02 -0.01 0.01 0.182
H 3.4138 -5.1394 -1.1294 0.03 0.02 0.01 0.187
H 3.5538 -3.0249 0.0084 -0.02 -0.04 0.01 0.225
```
Positions in Å, forces in eV/Å.

=====

(4)
Computed, not measured: a molecular structure, C40H50N5O5P2Ru, with the ωB97M-V functional and the def2-TZVPD basis.

Values from the calculation:
* HOMO level (alpha / beta): -4.33 / -7.63 eV
* ΔE to the lowest compared entry with this formula, charge and spin: 0.423 eV
* expectation value of S²: 8.791
* electronic energy: -2981.70210 Ha
* E_LUMO (alpha / beta): 0.571 / -0.481 eV
* multiplicity: 6
* max |F|: 0.6 eV/Å
* frontier orbital gap (alpha / beta): 4.9 / 7.1 eV

Structure (XYZ):
```
103
Properties=species:S:1:pos:R:3:forces:R:3:lowdin_spin:R:1
Ru 1.3668 0.0324 0.8161 0.22 -0.51 0.33 2.454
C 5.9797 -0.0876 2.2612 -0.11 -0.04 0.05 0.055
C 4.5190 -0.4782 2.1656 -0.02 0.12 -0.06 0.326
O 3.6719 0.4652 1.8226 0.06 -0.28 -0.03 0.309
C 4.1468 -1.7904 2.5468 0.04 0.25 -0.02 0.112
C 2.9388 -2.4209 2.6054 -0.26 -0.14 -0.01 0.254
C 2.8546 -3.8096 3.1830 -0.26 0.13 -0.17 0.035
N 1.7163 -1.8239 2.1081 0.48 0.05 -0.05 0.467
N 0.6836 -2.5872 2.3024 -0.28 -0.10 0.01 0.140
C -0.4609 -2.0899 1.8054 -0.06 -0.21 0.15 0.176
O -0.5550 -0.9580 1.2319 0.17 0.09 0.03 0.231
C -1.6662 -2.9379 1.9149 0.00 -0.01 0.01 0.008
C -1.6957 -4.1019 2.6827 0.02 -0.05 0.04 0.030
C -2.8527 -4.8645 2.7459 0.07 0.01 0.02 -0.002
C -3.9886 -4.4818 2.0423 -0.01 0.00 0.00 0.034
C -3.9610 -3.3264 1.2730 0.11 0.04 0.01 -0.002
C -2.8072 -2.5574 1.2123 -0.03 0.04 -0.07 0.029
H 6.1125 0.9350 1.9046 -0.01 -0.05 0.01 0.000
H 6.6140 -0.7480 1.6603 0.00 0.04 0.04 0.014
H 6.3491 -0.1376 3.2938 0.00 0.01 -0.06 0.016
H 4.9769 -2.3994 2.8917 0.03 0.03 0.01 -0.001
H 3.8417 -4.1281 3.5148 -0.01 0.01 -0.02 -0.001
H 2.4698 -4.5315 2.4553 0.02 0.02 0.03 0.010
H 2.1680 -3.8453 4.0337 0.04 -0.02 0.00 0.010
H -0.8035 -4.3931 3.2222 -0.04 -0.02 -0.01 0.001
H -2.8713 -5.7660 3.3460 0.02 0.02 0.00 -0.001
H -4.8895 -5.0823 2.0931 0.04 0.02 0.00 0.002
H -4.8412 -3.0290 0.7149 -0.01 -0.01 0.02 -0.001
H -2.7504 -1.6530 0.6162 0.15 -0.35 0.21 0.002
C -0.1454 1.5283 3.6747 0.00 -0.03 -0.08 0.015
P 1.4898 1.2010 2.9082 -0.20 0.42 0.29 0.027
C 2.3253 0.5635 4.3958 0.02 -0.08 -0.10 0.000
C 2.1933 2.8963 2.6402 0.07 -0.10 -0.16 0.004
C 3.0295 3.0721 1.3523 -0.07 -0.15 0.10 0.002
P 2.7083 1.8287 0.0097 -0.18 0.28 -0.18 0.041
C 4.3232 1.5080 -0.7691 -0.04 -0.11 0.00 0.008
C 2.0094 2.8613 -1.3407 -0.01 -0.04 -0.01 0.010
H -0.0593 2.2425 4.4958 -0.02 0.01 0.02 0.002
H -0.5096 0.5773 4.0682 -0.01 0.00 0.02 0.000
H -0.8721 1.8886 2.9483 0.07 -0.04 0.08 0.000
H 2.1022 1.2353 5.2263 0.01 -0.01 0.04 0.000
H 3.3986 0.4916 4.2446 -0.01 0.00 -0.02 0.002
H 1.9384 -0.4301 4.6247 0.00 0.01 -0.01 0.001
H 2.7968 3.1450 3.5144 0.01 0.08 0.01 0.000
H 1.3412 3.5794 2.6392 -0.01 0.00 -0.02 0.001
H 4.0862 2.9760 1.5872 0.05 -0.01 0.02 0.000
H 2.8679 4.0637 0.9260 0.01 0.07 0.02 0.000
H 4.9196 2.4214 -0.7288 0.04 -0.01 -0.04 0.001
H 4.1543 1.2385 -1.8128 0.00 0.00 0.02 0.000
H 4.8444 0.6979 -0.2696 -0.01 0.02 0.02 0.001
H 2.7393 3.6158 -1.6446 -0.02 -0.01 0.00 0.001
H 1.0849 3.3552 -1.0502 0.00 0.01 0.02 0.000
H 1.7938 2.2153 -2.1962 0.03 0.06 0.05 0.000
C -4.6860 3.8139 -2.8918 0.09 -0.02 -0.03 0.000
O -3.4877 3.0796 -3.1034 -0.17 0.24 0.13 0.000
C -3.6206 1.8018 -3.5644 -0.04 -0.04 -0.07 0.000
C -4.7175 1.3382 -4.2650 -0.09 -0.11 -0.02 0.000
C -4.7633 0.0092 -4.6837 0.03 0.03 0.02 0.000
C -3.7134 -0.8382 -4.3833 0.02 0.02 0.02 0.000
C -2.6080 -0.3717 -3.6734 -0.03 -0.02 0.02 0.000
C -2.5431 0.9543 -3.2663 0.11 -0.15 0.07 0.000
N -1.4937 1.5347 -2.5266 -0.10 -0.18 -0.01 0.004
C -0.5658 0.8351 -1.7495 -0.01 0.04 0.13 0.008
N 0.1958 -0.0085 -2.4737 0.18 -0.07 0.17 0.003
C 1.2407 -0.9156 -2.1382 -0.16 0.16 0.08 0.014
C 1.8631 -1.0349 -0.9013 0.28 -0.02 -0.03 0.003
C 2.9225 -1.9589 -0.8136 -0.05 -0.02 -0.12 0.009
C 3.3236 -2.7274 -1.8887 -0.04 0.03 0.00 -0.002
C 2.6746 -2.6110 -3.1164 0.04 -0.03 0.03 0.008
C 1.6406 -1.7061 -3.2304 0.02 -0.10 0.00 0.001
O 0.9295 -1.4943 -4.3834 0.00 -0.07 -0.29 -0.001
C 1.3445 -2.1947 -5.5434 -0.02 0.01 0.07 0.000
N -0.4003 1.0816 -0.4909 -0.11 0.19 -0.12 0.096
C -1.3867 1.8454 0.1837 0.10 -0.06 -0.10 0.005
C -1.0522 3.0363 0.8114 0.00 0.03 -0.11 0.007
C -1.9907 3.7905 1.5122 0.02 0.01 -0.06 -0.001
C -3.2897 3.3309 1.6113 0.03 -0.02 0.00 0.007
C -3.6510 2.1273 1.0102 0.00 -0.01 0.05 0.000
C -2.7170 1.3906 0.2934 -0.03 0.03 0.07 0.005
O -2.9985 0.2310 -0.3383 -0.17 -0.08 -0.16 0.001
C -4.3165 -0.2839 -0.2366 -0.16 0.29 -0.18 0.000
H -4.3956 4.7465 -2.4183 0.04 0.01 0.03 0.000
H -5.3638 3.2659 -2.2330 0.00 -0.03 -0.01 0.000
H -5.1941 4.0371 -3.8309 0.02 0.02 -0.03 0.000
H -5.5459 2.0001 -4.4831 0.06 -0.04 0.01 0.000
H -5.6232 -0.3509 -5.2349 0.04 0.02 0.03 0.000
H -3.7471 -1.8773 -4.6893 0.02 0.06 0.03 0.000
H -1.8190 -1.0624 -3.4073 -0.03 0.02 -0.04 0.000
H -1.7821 2.4004 -2.0984 -0.08 0.11 0.07 0.000
H -0.0031 0.0035 -3.4600 0.06 0.07 -0.09 0.000
H 3.4487 -2.0737 0.1242 -0.03 0.00 0.02 0.004
H 4.1384 -3.4349 -1.7802 -0.03 0.05 0.00 0.000
H 2.9733 -3.2253 -3.9543 0.00 0.03 0.03 0.001
H 0.7118 -1.8483 -6.3548 -0.04 0.03 -0.01 0.000
H 1.2165 -3.2725 -5.4202 0.00 0.00 0.02 0.000
H 2.3892 -1.9817 -5.7799 0.01 0.02 0.00 0.000
H -0.0220 3.3629 0.7602 0.01 0.04 -0.03 0.001
H -1.6964 4.7213 1.9817 0.00 -0.05 -0.01 0.000
H -4.0328 3.8934 2.1636 0.03 -0.02 -0.02 0.000
H -4.6630 1.7617 1.1217 0.04 0.03 -0.04 0.000
H -4.3177 -1.2131 -0.7980 -0.01 -0.01 -0.03 0.000
H -5.0457 0.3992 -0.6815 0.04 0.05 -0.02 0.000
H -4.5859 -0.4833 0.8030 -0.01 0.01 -0.02 0.000
```
Positions in Å, forces in eV/Å.